Arrangement 1

Density functional theory data (the ωB97M-V functional and the def2-TZVPD basis) for a cluster of 4 separate species, C4H14O4 in total.

As for the HOMO energy: -9.78 eV.

Last column: Löwdin charge in e.
Positions of all 22 atoms, in Å:
1 C 1.6387 0.6587 -1.8003  -0.09
2 C 0.4964 -0.2941 -1.4413  -0.17
3 C 0.7676 -1.4574 -0.8836  -0.10
4 C -0.3096 -2.4972 -0.7208  -0.26
5 O -1.2475 -2.2372 0.3279  -0.08
6 H 2.3229 0.1939 -2.5107  0.08
7 H 1.4083 1.6643 -2.1261  0.06
8 H 2.2061 0.8217 -0.8763  0.06
9 H -0.4394 0.0033 -1.8961  0.10
10 H 1.7335 -1.7994 -0.5317  0.12
11 H 0.0988 -3.4708 -0.4461  0.11
12 H -0.9234 -2.6789 -1.6160  0.11
13 H -1.4368 -1.3057 0.4532  0.06
14 O -1.4434 1.6967 -0.0220  -0.05
15 H -2.3320 1.8760 0.3011  0.04
16 H -1.5308 2.0311 -0.9226  0.04
17 O 1.4411 1.2611 2.4165  -0.03
18 H 1.6414 1.0460 1.5047  0.02
19 H 1.3217 2.1905 2.4019  0.02
20 O -2.0252 0.8955 3.1213  -0.05
21 H -2.2909 0.8082 2.2118  -0.01
22 H -1.0974 0.5937 3.0554  0.04



Arrangement 2

Density functional theory data (the ωB97M-V functional and the def2-TZVPD basis) for a cluster of 3 separate species, C4H14O4 in total.

As for the HOMO energy: -10.02 eV.

Last column: Löwdin charge in e.
Positions of all 22 atoms, in Å:
1 O -2.4399 0.2446 -1.9256  -0.12
2 C -1.8045 1.3534 -1.3216  -0.24
3 C -0.4044 0.7785 -0.8735  -0.17
4 C -0.3774 -0.7154 -0.6450  -0.18
5 C -1.2813 -1.0993 0.6024  -0.17
6 O -0.4397 -0.7660 1.8184  -0.11
7 H -2.6397 -0.4862 -1.2883  0.08
8 H -1.7147 1.9945 -2.1878  0.10
9 H -2.4877 1.9286 -0.5870  0.13
10 H 0.0288 1.3354 0.0140  0.13
11 H 0.1655 1.1316 -1.6848  0.08
12 H 0.6189 -1.2476 -0.4965  0.13
13 H -0.7742 -1.3546 -1.4339  0.10
14 H -1.4644 -2.2056 0.7226  0.12
15 H -2.1780 -0.5962 0.9081  0.10
16 H -1.0182 -0.2421 2.3381  0.04
17 O 2.5032 -1.1159 1.5701  -0.01
18 H 2.0239 -1.5080 2.2275  -0.02
19 H 2.0870 -0.3080 1.3559  -0.02
20 O 3.2637 1.3052 0.1334  -0.07
21 H 3.6276 0.3922 0.1744  0.05
22 H 3.8324 1.9201 0.5938  0.03



Preferred: arrangement 1; penalty for the next structure: 41.8 kJ/mol.



Arrangement 1

Density functional theory data (the ωB97M-V functional and the def2-TZVPD basis) for a cluster of 4 separate species, C4H14O4 in total.

As for the HOMO energy: -10.15 eV.

Last column: Löwdin charge in e.
Positions of all 22 atoms, in Å:
1 C -0.3824 2.5752 -0.8782  -0.11
2 C 0.0246 1.8439 0.3459  -0.28
3 C -0.9577 1.2568 1.3253  -0.18
4 C -0.5064 -0.0017 2.0458  -0.24
5 O 0.4310 -0.6530 1.6546  0.02
6 H -0.9968 1.9563 -1.5179  0.04
7 H 0.5738 2.8753 -1.3671  0.09
8 H -0.8826 3.5430 -0.8218  0.08
9 H 0.6471 2.5253 0.9961  0.13
10 H 0.7101 1.0208 0.0237  0.11
11 H -1.9032 0.9279 0.7708  0.13
12 H -1.3338 1.8989 2.1856  0.13
13 H -0.7976 -0.1769 3.0959  0.12
14 O 0.4789 -2.4692 -1.6282  -0.07
15 H 1.0041 -1.7711 -1.2363  -0.02
16 H 1.1085 -3.1995 -1.7872  0.05
17 O -2.3112 -0.2606 -1.4387  -0.05
18 H -2.0194 0.5063 -1.9388  0.01
19 H -1.5172 -0.8109 -1.4427  0.03
20 O 2.7908 -1.5741 -0.3501  -0.06
21 H 2.9826 -2.4891 -0.1384  0.05
22 H 2.3079 -1.1294 0.3682  0.03



Arrangement 2

Density functional theory data (the ωB97M-V functional and the def2-TZVPD basis) for a cluster of 5 separate species, C4H14O4 in total.

As for the HOMO energy: -8.51 eV.

Last column: Löwdin charge in e.
Positions of all 22 atoms, in Å:
1 C -0.6354 -1.2260 1.5217  -0.05
2 C -2.2565 1.3879 -0.6446  0.18
3 O 1.2164 1.4398 1.0646  -0.10
4 C -1.6288 0.6745 0.3480  -0.16
5 C -1.4945 -0.7014 0.4680  0.04
6 H -0.3309 -0.4904 2.2553  0.10
7 H 0.2794 -1.6449 1.0626  0.09
8 H -1.1108 -2.0747 2.0323  0.12
9 H -2.6234 0.7860 -1.4752  0.10
10 H -2.5044 2.4111 -0.4338  0.10
11 H 1.4916 0.4752 0.9522  0.02
12 H -0.9827 1.2686 0.9998  0.11
13 H -1.6996 -1.3910 -0.3513  0.15
14 H -0.0753 1.2613 -1.1091  -0.04
15 H 1.1275 1.7343 0.1884  -0.06
16 O 0.7030 1.6616 -1.4529  -0.06
17 H 2.4697 -1.7513 0.9004  0.09
18 H 1.6455 -1.1981 -0.6111  -0.02
19 O 1.7974 -1.1484 0.4764  -0.21
20 H 1.1828 0.8851 -1.8419  0.05
21 H 2.1354 -1.2804 -2.3989  -0.04
22 O 1.2938 -1.0788 -1.9509  -0.38



Preferred: arrangement 1; penalty for the next structure: 372.0 kJ/mol.



Arrangement 1

Density functional theory data (the ωB97M-V functional and the def2-TZVPD basis) for a cluster of 4 separate species, C4H14O4 in total.

As for the HOMO energy: -9.34 eV.

Last column: Löwdin charge in e.
Positions of all 22 atoms, in Å:
1 C -3.3304 -1.6189 -1.6383  -0.11
2 C -2.1590 -0.7007 -1.6885  -0.17
3 C -1.9498 0.4008 -0.9870  -0.11
4 C -0.6324 1.0938 -0.7571  -0.21
5 O 0.4291 0.1384 -0.9810  -0.10
6 H -3.7597 -1.5969 -2.6494  0.08
7 H -3.0538 -2.6693 -1.7130  0.07
8 H -4.0338 -1.5718 -0.8163  0.07
9 H -1.2723 -1.1839 -2.0921  0.10
10 H -2.7568 0.8206 -0.3855  0.11
11 H -0.5669 1.3885 0.2863  0.11
12 H -0.4989 1.9355 -1.4303  0.12
13 H 0.9609 0.4294 -1.7220  0.09
14 O 1.7639 -1.7205 0.8006  -0.05
15 H 1.2362 -0.9628 0.5149  0.01
16 H 2.4766 -1.8909 0.1852  0.04
17 O 3.2206 0.2715 2.9248  -0.04
18 H 4.1760 0.3445 2.9234  0.06
19 H 2.9194 -0.2694 2.1850  0.02
20 O 2.3334 2.6216 2.0017  -0.09
21 H 2.0821 3.0686 2.8102  0.02
22 H 2.4156 1.6718 2.2282  -0.02



Arrangement 2

Density functional theory data (the ωB97M-V functional and the def2-TZVPD basis) for a cluster of 4 separate species, C4H14O4 in total.

As for the HOMO energy: -10.24 eV.

Last column: Löwdin charge in e.
Positions of all 22 atoms, in Å:
1 C -2.2517 -0.4491 -1.2314  -0.10
2 C -1.4462 -0.4545 0.0417  -0.23
3 C -0.5310 -1.7866 0.2134  -0.12
4 C 0.2451 -1.3213 1.3528  -0.29
5 O 0.9170 -0.3197 1.3665  0.02
6 H -3.1311 -0.0472 -1.0679  0.00
7 H -2.3383 -1.5210 -1.6065  0.10
8 H -1.5821 0.2630 -1.8634  0.12
9 H -2.2352 -0.5480 0.7630  0.10
10 H -0.8044 0.3993 0.0756  0.07
11 H 0.1205 -1.9884 -0.6087  0.12
12 H -1.1739 -2.6313 0.3919  0.11
13 H 0.3177 -2.1265 2.1777  0.14
14 O 1.3416 2.0415 -0.8285  -0.06
15 H 1.0082 1.7288 0.0120  -0.01
16 H 1.0473 2.9255 -1.1235  0.08
17 O 2.7536 -0.0377 -1.7675  -0.02
18 H 2.9278 -0.4601 -0.9679  -0.01
19 H 2.2929 0.7467 -1.6507  -0.06
20 O 0.7768 2.1530 1.9359  0.01
21 H 0.1562 1.4867 2.2233  0.04
22 H 1.5891 1.9470 2.1621  -0.04



Preferred: arrangement 1; penalty for the next structure: 81.7 kJ/mol.



Arrangement 1

Density functional theory data (the ωB97M-V functional and the def2-TZVPD basis) for the ion C3H7N2S with charge +1.

The total charge is +1. As for the HOMO energy: -14.31 eV.

Last column: Löwdin charge in e.
Positions of all 13 atoms, in Å:
1 S 1.5104 1.5516 1.4516  0.76
2 C 0.8521 0.9049 -0.1335  -0.55
3 N -0.3894 1.2519 -0.5609  0.06
4 C -1.2798 0.3596 -0.5303  -0.05
5 C -0.8070 -1.0481 -0.2092  -0.11
6 N 0.6002 -0.8357 0.0499  0.08
7 H 0.3056 1.8122 2.2901  -0.02
8 H 1.8039 0.9896 -0.6899  0.11
9 H -2.1432 0.5269 -1.0865  0.12
10 H -1.5160 -1.4515 0.4436  0.12
11 H -0.9206 -1.4838 -1.2240  0.16
12 H 0.9846 -1.2377 0.9279  0.17
13 H 0.9991 -1.3400 -0.7288  0.15



Arrangement 2

Density functional theory data (the ωB97M-V functional and the def2-TZVPD basis) for a structure of composition C3H7N2S.

The total charge is +1. As for the HOMO energy: -13.98 eV.

Last column: Löwdin charge in e.
Positions of all 13 atoms, in Å:
1 C -0.5772 -1.0793 0.0598  -0.23
2 C 0.2732 -0.1996 1.0270  -0.34
3 C -0.4090 1.4757 -0.0304  -0.40
4 N -0.8820 -0.1469 -0.9932  0.03
5 N 0.8863 0.7228 -0.0491  0.02
6 S -0.7861 1.2183 1.6080  1.06
7 H -0.0647 -1.8463 -0.3812  0.10
8 H -1.3313 -1.4921 0.6984  0.12
9 H 0.8519 -0.6356 1.7375  0.09
10 H -0.4528 2.3640 -0.7342  0.15
11 H -1.8128 -0.0478 -1.3301  0.09
12 H 1.7318 1.1416 0.3185  0.18
13 H 0.9765 0.2646 -0.9117  0.13



Arrangement 3

Density functional theory data (the ωB97M-V functional and the def2-TZVPD basis) for the ion C3H7N2S with charge +1.

The total charge is +1. As for the HOMO energy: -13.18 eV.

Last column: Löwdin charge in e.
Positions of all 13 atoms, in Å:
1 N 1.4129 1.2369 0.0394  0.19
2 C 0.1482 0.7713 0.0535  -0.34
3 C -0.0135 -0.7364 0.3021  -0.18
4 C -1.3739 -1.1307 -0.2210  -0.36
5 S -2.4064 0.4442 0.0833  0.94
6 N -1.0246 1.4051 -0.1066  -0.23
7 H 2.1637 0.5493 -0.0596  0.14
8 H 1.5713 2.1042 -0.5272  0.16
9 H 0.7818 -1.1870 -0.3684  0.15
10 H 0.1982 -1.0308 1.3676  0.16
11 H -1.4963 -1.2025 -1.3711  0.11
12 H -1.6397 -2.0978 0.3269  0.13
13 H -1.2811 2.3666 0.0870  0.13



Arrangement 4

Density functional theory data (the ωB97M-V functional and the def2-TZVPD basis) for a cluster of 3 separate species, C3H7N2S in total.

The total charge is +1. As for the HOMO energy: -13.11 eV.

Last column: Löwdin charge in e.
Positions of all 13 atoms, in Å:
1 C 2.5330 -0.4371 1.3092  -0.02
2 C 3.2583 -0.1883 0.3831  -0.01
3 C 0.9110 -0.1970 -2.3460  0.15
4 N 0.1378 -0.6146 -1.5832  -0.60
5 N -2.6704 0.5504 0.8522  0.21
6 S -0.8376 -1.3785 -0.6619  0.73
7 H 2.0256 -0.7578 2.2312  0.04
8 H 3.7257 0.2188 -0.4693  0.01
9 H 1.2514 0.5432 -2.9977  0.09
10 H -1.9113 0.0536 0.1654  -0.03
11 H -2.2148 0.8039 1.7384  0.14
12 H -3.4440 -0.0188 1.1110  0.12
13 H -2.7647 1.4222 0.2676  0.17



Preferred: arrangement 3; penalty for the next structure: 141.2 kJ/mol.



Arrangement 1

Density functional theory data (the ωB97M-V functional and the def2-TZVPD basis) for the ion C6H12 with charge +1.

Its spin multiplicity is 2. The total charge is +1. As for the HOMO energy (alpha / beta): -15.89 / -16.48 eV.

Last column: Löwdin charge in e.
Positions of all 18 atoms, in Å:
1 C 1.4570 -0.8136 -1.6760  -0.07
2 C 0.9534 -0.3719 -0.2628  -0.16
3 C -0.2965 0.4347 -0.2866  -0.16
4 C -0.8643 1.2622 -1.2712  0.27
5 C -1.1601 0.2606 0.8923  -0.18
6 C -0.4031 0.0439 2.2287  -0.05
7 H 0.7760 -1.4852 -2.1887  0.08
8 H 1.6203 0.0497 -2.3570  0.08
9 H 2.3913 -1.3742 -1.7346  0.09
10 H 1.7904 0.0031 0.2757  0.14
11 H 0.6545 -1.3309 0.2162  0.14
12 H -0.4889 1.3564 -2.3081  0.12
13 H -1.7855 1.8081 -0.9147  0.13
14 H -2.1170 0.7948 0.8359  0.13
15 H -1.7475 -0.6911 0.7076  0.19
16 H -0.0651 1.0053 2.5663  0.08
17 H -1.0648 -0.2312 3.1122  0.12
18 H 0.3501 -0.7205 2.1647  0.07



Arrangement 2

Density functional theory data (the ωB97M-V functional and the def2-TZVPD basis) for a cluster of 2 separate species, C6H12 in total.

Its spin multiplicity is 2. The total charge is +1. As for the HOMO energy (alpha / beta): -11.87 / -11.85 eV.

Last column: Löwdin charge in e.
Positions of all 18 atoms, in Å:
1 C 0.8480 0.7418 -2.3826  -0.01
2 C 2.3711 1.0024 -1.9969  0.03
3 C 2.7239 2.1946 -1.5084  0.23
4 H 0.3898 0.2666 -1.4551  0.12
5 H 0.1575 1.5670 -2.6878  0.11
6 H 0.7654 -0.0498 -3.1997  0.12
7 H 3.0371 0.1867 -2.0090  0.12
8 H 3.5900 2.4511 -0.8667  0.14
9 H 2.0043 2.9525 -1.8866  0.13
10 C -0.7315 -1.2268 1.8274  -0.17
11 C -2.0368 -1.8524 2.0977  -0.23
12 C -3.0391 -0.9335 2.0166  -0.04
13 H -0.7419 -0.0664 1.8341  0.09
14 H -0.0674 -1.3250 2.6803  0.07
15 H -0.4592 -1.5111 0.8387  0.04
16 H -2.0885 -2.6790 2.7967  0.10
17 H -4.0664 -1.3434 2.2278  0.05
18 H -3.3345 -0.0055 1.4040  0.09



Preferred: arrangement 1; penalty for the next structure: 285.3 kJ/mol.



Arrangement 1

Density functional theory data (the ωB97M-V functional and the def2-TZVPD basis) for a cluster of 3 separate species, C4H14NO3 in total.

The total charge is -1. As for the HOMO energy: -4.03 eV.

Last column: Löwdin charge in e.
Positions of all 22 atoms, in Å:
1 C -1.2515 -0.0993 -0.0579  -0.39
2 O -1.6268 1.2135 0.1133  -0.32
3 C 0.2759 -0.2862 -0.0608  -0.43
4 C 0.5681 -1.7982 -0.0810  -0.24
5 C 2.0753 -2.1115 -0.1618  -0.13
6 N 0.9231 0.3065 1.0810  0.05
7 H -1.7179 -0.5997 -0.9222  0.10
8 H -1.5656 -0.7025 0.8292  0.10
9 H 0.6197 0.1657 -0.9948  0.14
10 H 0.1476 -2.1182 -1.0395  0.10
11 H 0.0879 -2.3027 0.7433  0.09
12 H 2.2080 -3.1930 -0.1293  0.05
13 H 2.4047 -1.7648 -1.1428  0.06
14 H 2.6123 -1.5904 0.6253  0.05
15 H 0.4909 -0.0085 1.9340  0.07
16 H 0.8988 1.3093 1.0833  0.04
17 H -1.0922 2.7898 2.2806  -0.01
18 H -0.9738 2.2208 0.8333  -0.03
19 O -0.5698 2.9765 1.4924  -0.22
20 H -1.0245 1.8780 -1.5131  0.01
21 H -2.2217 1.7861 -2.4401  0.02
22 O -1.2685 1.9288 -2.4724  -0.12



Arrangement 2

Density functional theory data (the ωB97M-V functional and the def2-TZVPD basis) for a structure of composition C4H14NO3.

The total charge is -1. As for the HOMO energy: -3.85 eV.

Last column: Löwdin charge in e.
Positions of all 22 atoms, in Å:
1 C 0.8471 2.3706 -0.1398  -0.20
2 N -0.2361 1.4094 -0.3208  -0.20
3 C -0.4341 0.8374 1.1843  -0.05
4 C 0.0998 0.2702 -1.2983  -0.17
5 C -1.2087 -0.5698 -1.5438  -0.37
6 O -1.1707 -1.7716 -0.9008  -0.27
7 H 1.6737 2.1664 0.5782  0.07
8 H 0.2353 3.2531 -0.0526  0.05
9 H 1.4432 2.7089 -1.1110  0.09
10 H -0.4443 1.4909 2.0308  0.06
11 H 0.1886 0.1728 1.4438  -0.05
12 H -1.4317 0.1649 1.0821  0.12
13 H 0.4763 0.6767 -2.2079  0.07
14 H 1.0230 -0.2171 -1.0229  0.09
15 H -1.5303 -0.6783 -2.6473  0.11
16 H -1.9376 0.0173 -1.1078  0.05
17 H 0.9858 -1.9485 1.2601  0.01
18 H 2.2921 -2.2871 0.0505  0.00
19 O 1.8957 -2.2517 0.9156  -0.15
20 H -1.0383 -1.7779 0.3516  -0.01
21 H -1.0529 -2.3811 2.0110  0.04
22 O -0.6759 -1.6553 1.4450  -0.29



Preferred: arrangement 1; penalty for the next structure: 375.5 kJ/mol.